No. 1
Computed, not measured: a cluster of 2 separate species, C9H15NO in total in a non-equilibrium geometry, with ωB97M-V/def2-TZVPD.

Results
- LUMO energy: 0.42 eV
- ΔE to the lowest compared entry with this formula, charge and spin: 2.257 eV
- Energy: -481.85973 Eh
- Maximum force: 0.06819 Eh/bohr
- E_HOMO: -6.7 eV

Atoms and positions in Å:
C 1.45 0.26 -2.32
C 0.09 0.21 -2.65
C 1.55 0.07 -0.96
C -0.61 -0.01 -1.48
C 2.80 -0.01 -0.15
C -2.08 -0.18 -1.35
C -0.67 1.40 1.71
C -1.34 -1.11 1.69
C -0.29 -0.04 1.62
N 0.30 -0.13 -0.48
O 0.87 -0.31 2.24
H 2.27 0.41 -3.00
H -0.35 0.30 -3.63
H 3.14 -1.04 -0.07
H 3.58 0.57 -0.65
H 2.66 0.38 0.85
H -2.54 0.06 -2.30
H -2.34 -1.21 -1.10
H -2.51 0.47 -0.59
H -1.42 1.65 0.97
H 0.20 2.02 1.57
H -1.08 1.60 2.71
H -2.29 -0.74 1.33
H -1.05 -1.98 1.12
H -1.46 -1.41 2.74
H 1.09 -1.25 2.20

Atom charges from the Mulliken analysis, given in e for atoms 1 to 5:
1. C -0.792
2. C -0.814
3. C 0.420
4. C 0.570
5. C -1.209

***

No. 2
Computed, not measured: a structure of composition C35H86Br2N2NbO26S8 in a non-equilibrium geometry, with ωB97M-V/def2-TZVPD.

Results
- LUMO energy: 1.23 eV
- ΔE to the lowest compared entry with this formula, charge and spin: 0.620 eV
- Energy: -11841.21190 Eh
- Charge: -1
- Maximum force: 0.06718 Eh/bohr
- E_HOMO: -5.1 eV

Atoms and positions in Å:
C -1.26 -2.12 -1.12
C -1.18 -2.40 0.40
O -0.60 -3.38 0.74
N -1.75 -1.51 1.31
C -1.72 -0.12 0.87
C -1.23 -1.68 2.68
C 0.31 -1.36 2.81
C 1.07 -2.58 3.37
C 2.57 -2.32 3.75
Nb 3.79 -1.16 2.27
N 4.96 0.11 0.97
C 4.39 0.28 -0.09
O 4.02 0.55 -1.14
C 4.79 -3.06 1.41
Br 3.61 -4.66 1.49
C 6.24 -3.30 1.97
C 6.68 -4.78 2.06
Br 7.48 -2.43 0.67
H -0.66 -1.25 -1.43
H -2.33 -2.04 -1.36
H -0.84 -2.99 -1.64
H -0.69 0.26 0.74
H -2.29 0.47 1.60
H -2.21 0.03 -0.11
H -1.41 -2.69 3.06
H -1.74 -0.91 3.29
H 0.50 -0.53 3.51
H 0.65 -1.04 1.82
H 0.54 -2.87 4.31
H 1.03 -3.47 2.72
H 2.56 -1.75 4.71
H 3.01 -3.31 4.01
H 5.13 -1.06 3.54
H 3.03 0.37 2.95
H 2.56 -1.31 0.93
H 4.91 -2.84 0.34
H 6.37 -2.79 2.93
H 7.70 -4.79 2.49
H 6.73 -5.17 1.04
H 6.05 -5.38 2.72
O 3.94 3.22 7.38
S 3.95 4.38 6.55
O 2.78 4.80 5.84
O 5.17 4.30 5.53
C 5.29 3.12 4.69
C 4.31 3.14 3.54
C 4.55 5.75 7.49
H 5.18 2.22 5.29
H 6.30 3.13 4.30
H 3.28 3.05 3.90
H 4.50 2.31 2.86
H 4.37 4.08 2.99
H 5.47 5.45 8.00
H 3.79 6.02 8.22
H 4.73 6.59 6.82
O 6.75 -1.24 -5.33
S 6.98 -1.74 -4.01
O 8.26 -1.59 -3.37
O 6.58 -3.30 -3.98
C 7.19 -4.16 -4.96
C 8.62 -4.50 -4.61
C 5.72 -1.16 -2.93
H 7.11 -3.72 -5.95
H 6.59 -5.07 -4.97
H 9.26 -3.61 -4.67
H 9.02 -5.25 -5.29
H 8.69 -4.87 -3.58
H 4.75 -1.31 -3.39
H 5.89 -0.09 -2.77
H 5.79 -1.69 -1.98
O 3.50 9.74 6.16
S 3.10 9.92 7.52
O 2.97 8.81 8.41
O 1.76 10.77 7.56
C 0.64 10.31 6.79
C -0.06 9.13 7.45
C 4.15 11.12 8.28
H 0.95 10.06 5.78
H -0.06 11.14 6.72
H 0.58 8.25 7.46
H -0.97 8.88 6.92
H -0.31 9.36 8.49
H 4.22 11.99 7.62
H 5.13 10.67 8.41
H 3.73 11.39 9.24
O 6.41 -6.95 -0.32
S 5.49 -7.44 -1.31
O 4.25 -8.04 -0.94
O 6.28 -8.45 -2.28
C 6.99 -9.54 -1.69
C 6.05 -10.65 -1.25
C 5.19 -6.17 -2.49
H 7.60 -9.19 -0.86
H 7.67 -9.92 -2.45
H 5.41 -10.33 -0.43
H 6.62 -11.52 -0.92
H 5.40 -10.95 -2.07
H 6.14 -5.74 -2.80
H 4.57 -5.41 -2.00
H 4.65 -6.60 -3.33
O 4.82 12.26 0.50
S 5.97 11.49 0.85
O 6.24 10.23 0.25
O 6.03 11.33 2.44
C 4.87 10.79 3.11
C 4.77 9.29 2.95
C 7.41 12.51 0.69
H 3.96 11.29 2.77
H 4.99 11.03 4.17
H 4.57 9.02 1.91
H 3.96 8.89 3.56
H 5.70 8.80 3.23
H 7.23 13.46 1.19
H 7.58 12.66 -0.37
H 8.26 11.99 1.14
O -4.42 0.09 -4.48
S -4.82 0.44 -3.15
O -4.78 -0.50 -2.07
O -6.28 1.10 -3.21
C -7.33 0.35 -3.84
C -7.85 -0.77 -2.96
C -3.95 1.89 -2.66
H -6.99 -0.03 -4.81
H -8.14 1.06 -4.03
H -7.09 -1.54 -2.82
H -8.72 -1.24 -3.41
H -8.11 -0.40 -1.97
H -4.01 2.63 -3.46
H -2.91 1.61 -2.49
H -4.39 2.27 -1.74
O -8.89 -2.62 -5.09
S -9.78 -3.10 -6.11
O -11.04 -3.69 -5.78
O -8.98 -4.08 -7.07
C -8.29 -5.20 -6.48
C -9.24 -6.31 -6.09
C -10.05 -1.81 -7.28
H -7.69 -4.86 -5.63
H -7.60 -5.56 -7.24
H -9.89 -6.00 -5.27
H -8.68 -7.19 -5.76
H -9.88 -6.59 -6.93
H -9.09 -1.38 -7.56
H -10.67 -1.05 -6.80
H -10.57 -2.22 -8.14
O -15.21 -4.11 -2.03
S -15.77 -5.06 -2.94
O -15.31 -6.41 -3.00
O -15.73 -4.43 -4.41
C -14.47 -3.97 -4.92
C -13.57 -5.10 -5.36
C -17.52 -5.07 -2.75
H -13.98 -3.33 -4.19
H -14.71 -3.34 -5.78
H -13.25 -5.70 -4.51
H -12.68 -4.71 -5.86
H -14.10 -5.77 -6.04
H -17.88 -4.04 -2.76
H -17.75 -5.54 -1.80
H -17.96 -5.63 -3.57

Atom charges from the Mulliken analysis, given in e for atoms 1 to 5:
1. C -1.084
2. C 0.739
3. O -0.565
4. N 0.053
5. C -0.823

***

No. 3
Computed, not measured: an isolated molecule of C6H13N in a non-equilibrium geometry, with ωB97M-V/def2-TZVPD.

Results
- LUMO energy: 1.09 eV
- ΔE to the lowest compared entry with this formula, charge and spin: 1.691 eV
- Energy: -291.09659 Eh
- Maximum force: 0.07637 Eh/bohr
- E_HOMO: -7.6 eV
- SMILES string: CCC(=CN)CC

Atoms and positions in Å:
C 1.20 0.01 1.77
C 0.79 0.86 0.59
C 0.01 0.03 -0.38
C 0.50 -0.88 -1.27
N 1.82 -1.40 -1.24
C -1.44 -0.15 -0.11
C -2.23 1.08 -0.51
H 2.19 -0.31 1.59
H 1.18 0.55 2.64
H 0.49 -0.80 2.08
H 0.18 1.81 0.76
H 1.72 1.03 0.00
H -0.14 -1.39 -1.96
H 2.17 -1.90 -1.97
H 2.25 -1.70 -0.35
H -1.83 -1.03 -0.57
H -1.61 -0.28 1.04
H -3.14 1.23 0.00
H -2.40 1.13 -1.62
H -1.70 2.10 -0.49

Atom charges from the Mulliken analysis, given in e for atoms 1 to 5:
1. C -1.269
2. C -0.549
3. C 0.453
4. C -0.428
5. N -0.447

***

No. 4
Computed, not measured: a cluster of 2 separate species, C26H24F4N in total in a non-equilibrium geometry, with ωB97M-V/def2-TZVPD.

Results
- LUMO energy: -6.44 eV
- ΔE to the lowest compared entry with this formula, charge and spin: 0.000 eV
- Energy: -1459.06492 Eh
- Charge: +1
- Maximum force: 0.03696 Eh/bohr
- E_HOMO: -11.1 eV

Atoms and positions in Å:
F -2.23 4.56 -2.03
C -2.13 3.19 -1.89
C -3.31 2.44 -1.94
C -3.15 1.06 -1.88
F -4.31 0.30 -1.87
C -1.92 0.43 -1.78
C -0.73 1.21 -1.61
C 0.56 0.63 -1.34
C 1.77 1.24 -1.68
C 3.01 0.60 -1.72
C 4.28 1.25 -1.89
C 5.48 0.46 -1.97
C 6.71 1.10 -2.06
F 7.85 0.32 -2.12
C 6.86 2.48 -2.11
C 5.68 3.23 -2.04
F 5.79 4.60 -2.11
C 4.42 2.67 -1.94
C -0.88 2.63 -1.70
H -4.28 2.91 -2.08
H -1.85 -0.66 -1.83
H 0.57 -0.37 -0.89
H 1.75 2.29 -1.99
H 3.05 -0.50 -1.64
H 5.42 -0.62 -1.97
H 7.84 2.95 -2.17
H 3.54 3.31 -1.89
H 0.00 3.27 -1.59
C -5.57 -2.90 1.49
C -4.85 -3.67 2.41
C -3.45 -3.65 2.40
C -2.75 -2.88 1.46
C -1.24 -2.85 1.44
C -0.69 -1.62 2.17
C 0.82 -1.55 2.46
C 1.05 -0.04 2.71
C -0.30 0.65 2.36
N -0.96 -0.36 1.53
C -3.48 -2.10 0.55
C -4.88 -2.11 0.57
H -6.66 -2.93 1.48
H -5.39 -4.29 3.13
H -2.89 -4.24 3.13
H -0.82 -3.70 1.99
H -0.85 -2.84 0.41
H -1.17 -1.66 3.18
H 1.09 -2.18 3.31
H 1.38 -1.85 1.57
H 1.34 0.16 3.75
H 1.82 0.33 2.03
H -0.83 0.80 3.33
H -0.21 1.63 1.87
H -1.94 -0.15 1.30
H -2.95 -1.48 -0.17
H -5.43 -1.50 -0.16

Atom charges from the Mulliken analysis, given in e for atoms 1 to 5:
1. F -0.298
2. C 0.266
3. C -0.656
4. C 0.527
5. F -0.299

***

No. 5
Computed, not measured: a structure of composition C41H51Ge2N5O3S2SeTi in a non-equilibrium geometry, with ωB97M-V/def2-TZVPD.

Results
- LUMO energy: 0.14 eV
- ΔE to the lowest compared entry with this formula, charge and spin: 0.602 eV
- Energy: -10293.59248 Eh
- Maximum force: 0.01986 Eh/bohr
- E_HOMO: -6.6 eV

Atoms and positions in Å:
Ti -0.72 -1.35 -0.68
N -4.55 -2.27 -1.28
C -3.69 -3.40 -1.61
C -2.24 -3.03 -1.42
O -1.70 -3.15 -0.26
N -1.47 -2.48 -2.34
C -2.09 -1.69 -3.39
C -2.17 -0.25 -2.87
O -2.46 0.68 -3.60
O -1.89 -0.13 -1.59
H -5.53 -2.53 -1.37
H -4.39 -1.47 -1.88
H -3.82 -3.80 -2.63
H -3.89 -4.20 -0.90
H -3.09 -2.02 -3.69
H -1.46 -1.66 -4.27
C -0.78 -2.92 4.11
C -0.29 -2.45 2.74
Ge -1.50 -1.20 1.79
C -3.35 -1.87 2.03
C -4.00 -1.52 3.37
C -1.44 0.38 2.94
C -1.05 1.63 2.66
Ge -0.50 2.03 0.82
C -2.10 2.48 -0.23
C -2.75 3.86 -0.06
C 0.97 3.32 0.73
C 0.72 4.83 0.78
C -1.08 2.68 3.72
C -0.82 2.34 5.06
C -0.89 3.29 6.06
C -1.23 4.61 5.77
C -1.47 4.96 4.45
C -1.39 4.01 3.44
H -0.04 -3.55 4.61
H -1.70 -3.50 4.03
H -0.98 -2.07 4.78
H -0.10 -3.31 2.09
H 0.66 -1.91 2.84
H -3.31 -2.95 1.86
H -3.95 -1.46 1.21
H -3.42 -1.87 4.22
H -4.99 -1.97 3.45
H -4.12 -0.44 3.48
H -1.82 0.20 3.95
H -2.82 1.70 0.02
H -1.86 2.32 -1.28
H -3.19 3.98 0.93
H -3.56 3.99 -0.78
H -2.05 4.68 -0.21
H 1.48 3.07 -0.20
H 1.65 3.02 1.52
H -0.01 5.16 0.04
H 1.65 5.38 0.58
H 0.37 5.16 1.76
H -0.54 1.33 5.30
H -0.68 3.00 7.08
H -1.28 5.35 6.55
H -1.72 5.99 4.20
H -1.59 4.31 2.42
N 0.92 -2.53 -0.50
S 2.43 -2.42 -1.06
C 3.45 -3.24 0.16
C 4.64 -3.85 -0.24
C 5.45 -4.43 0.73
C 5.08 -4.39 2.07
C 3.90 -3.77 2.44
C 3.08 -3.19 1.49
C 2.49 -3.67 -2.34
C 2.14 -4.99 -2.09
C 2.11 -5.89 -3.13
C 2.42 -5.48 -4.43
C 2.77 -4.16 -4.67
C 2.80 -3.24 -3.62
H 0.65 -3.50 -0.39
H 4.93 -3.89 -1.28
H 6.38 -4.91 0.44
H 5.71 -4.84 2.82
H 3.60 -3.74 3.48
H 2.15 -2.70 1.76
H 1.92 -5.32 -1.08
H 1.84 -6.92 -2.94
H 2.38 -6.19 -5.24
H 3.01 -3.84 -5.67
H 3.06 -2.21 -3.80
S 1.89 0.19 0.64
C 0.30 0.26 0.23
C 3.35 2.09 -2.53
N 1.97 2.46 -2.80
C 0.94 1.61 -3.01
Se 1.02 -0.23 -3.15
N -0.16 2.35 -3.18
C 0.14 3.70 -3.08
C -0.64 4.84 -3.15
C 0.01 6.06 -3.02
C 1.39 6.13 -2.80
C 2.17 4.98 -2.71
C 1.51 3.77 -2.85
H 3.42 1.00 -2.60
H 3.63 2.40 -1.52
H 4.01 2.55 -3.27
H -1.08 1.92 -3.34
H -1.71 4.78 -3.32
H -0.56 6.97 -3.07
H 1.86 7.09 -2.70
H 3.23 5.03 -2.52

Atom charges from the Mulliken analysis, given in e for atoms 1 to 5:
1. Ti -1.253
2. N -0.354
3. C -1.640
4. C 1.620
5. O -0.724

***

No. 6
Computed, not measured: a cluster of 2 separate species, C5H5F4I in total in a non-equilibrium geometry, with ωB97M-V/def2-TZVPD.

Results
- LUMO energy: 0.50 eV
- ΔE to the lowest compared entry with this formula, charge and spin: 0.202 eV
- Energy: -890.60285 Eh
- Maximum force: 0.08109 Eh/bohr
- E_HOMO: -9.1 eV
- SMILES string: F/C=C\C(F)(F)F.C=CI

Atoms and positions in Å:
C -0.96 -1.60 2.15
C -1.11 -0.49 1.42
C 1.94 1.56 -2.26
C 1.65 1.56 -0.98
C -1.51 -0.67 -0.04
F -0.56 -2.73 1.67
F -1.30 0.51 -0.73
F -2.81 -1.02 -0.23
F -0.75 -1.51 -0.71
I 2.35 0.05 0.35
H -0.83 -1.67 3.31
H 1.54 2.32 -2.84
H 2.69 0.91 -2.54
H -1.44 0.44 1.90
H 1.10 2.34 -0.47

Atom charges from the Mulliken analysis, given in e for atoms 1 to 5:
1. C -0.058
2. C -0.509
3. C -0.555
4. C -0.380
5. C 0.910